The following is a quantum chemistry calculation of C29H29AuN3Si as an isolated structure in a non-equilibrium geometry, from the Open Molecules 2025 dataset.

Output
Orbital gap (spin up / spin down) ... 5.850 / 4.819 eV
HOMO energy (spin up / spin down) ... -10.93 / -10.81 eV
2S+1 ... 3
Maximum force ... 4.2 eV Å⁻¹
Total charge ... +1

Atoms and positions in Å:
C1 0.956 2.122 3.894
C2 1.351 2.349 2.544
C3 0.203 2.219 1.714
H1 2.349 2.619 2.213
C4 -0.899 1.872 2.543
C5 -0.438 1.844 3.890
H2 -1.051 1.664 4.771
H3 1.598 2.173 4.776
H4 0.169 2.397 0.638
H5 -1.913 1.670 2.201
Au1 0.054 -0.534 -0.128
C6 -4.176 -2.221 0.138
H6 -4.311 -2.626 1.146
H7 -5.113 -1.906 -0.339
H8 -3.526 -1.342 0.246
Si1 -0.180 0.303 -2.191
C7 1.309 -0.190 -3.283
C8 2.352 0.641 -3.747
H9 2.379 1.712 -3.506
C9 3.372 0.083 -4.536
H10 4.209 0.707 -4.862
C10 3.339 -1.263 -4.917
H11 4.128 -1.685 -5.548
C11 2.275 -2.060 -4.490
H12 2.216 -3.112 -4.768
C12 1.261 -1.530 -3.682
H13 0.423 -2.169 -3.367
C13 -1.576 0.593 -3.415
C14 -1.380 0.945 -4.772
H14 -0.419 0.773 -5.276
C15 -2.421 1.507 -5.531
H15 -2.252 1.776 -6.573
C16 -3.698 1.689 -4.979
H16 -4.505 2.131 -5.578
C17 -3.912 1.263 -3.665
H17 -4.917 1.331 -3.241
C18 -2.869 0.740 -2.883
H18 -3.073 0.431 -1.849
H19 0.093 1.743 -2.040
H20 -3.615 -2.919 -0.448
C19 -2.062 -1.128 5.740
C20 -2.725 -0.965 4.508
C21 -2.037 -1.108 3.306
C22 -0.639 -1.329 3.346
C23 -0.007 -1.607 4.576
C24 -0.708 -1.476 5.762
N1 0.149 -1.244 2.185
N2 1.401 -1.566 2.437
C25 2.368 -0.825 1.814
C26 3.655 -0.737 2.400
C27 4.583 0.095 1.814
C28 4.239 0.813 0.672
C29 2.993 0.629 0.098
N3 2.080 -0.186 0.663
H21 -2.613 -1.022 6.674
H22 -3.809 -0.773 4.516
H23 -2.506 -1.078 2.312
H24 1.033 -1.940 4.521
H25 -0.215 -1.681 6.713
H26 3.814 -1.379 3.262
H27 5.591 0.167 2.228
H28 4.935 1.495 0.192
H29 2.689 1.104 -0.836



The following is a quantum chemistry calculation of C29H29BCaN3O2 as an isolated structure in a non-equilibrium geometry, from the Open Molecules 2025 dataset.

Output
Orbital gap ... 6.486 eV
HOMO energy ... -3.73 eV
2S+1 ... 1
Maximum force ... 1.5 eV Å⁻¹
Total charge ... -1

Atoms and positions in Å:
Ca1 0.156 0.219 -0.554
C1 -3.289 3.288 -0.124
C2 -2.293 2.409 -0.573
N1 -1.699 1.543 0.209
C3 -2.020 1.452 1.522
C4 -3.016 2.301 2.058
C5 -3.640 3.222 1.192
C6 -3.372 2.229 3.428
C7 -2.728 1.317 4.197
C8 -1.733 0.457 3.687
C9 -1.313 0.459 2.355
N2 -0.360 -0.303 1.731
C10 0.438 -1.242 2.340
C11 0.457 -1.671 3.668
C12 1.377 -2.613 4.174
C13 2.324 -3.198 3.399
C14 2.353 -2.854 2.024
C15 3.294 -3.435 1.149
C16 3.302 -3.113 -0.175
C17 2.344 -2.191 -0.625
N3 1.469 -1.634 0.170
C18 1.437 -1.918 1.493
H1 -3.752 3.982 -0.811
H2 -1.985 2.409 -1.613
H3 -4.404 3.877 1.596
H4 -4.135 2.888 3.823
H5 -2.973 1.229 5.250
H6 -1.315 -0.213 4.403
H7 -0.240 -1.301 4.386
H8 1.311 -2.863 5.227
H9 3.034 -3.916 3.792
H10 4.007 -4.146 1.552
H11 4.011 -3.545 -0.869
H12 2.294 -1.914 -1.673
C19 -2.484 -0.901 -1.491
C20 -1.983 -2.060 -0.873
C21 -0.864 -2.494 -1.603
C22 -0.648 -1.592 -2.661
C23 -1.662 -0.599 -2.593
H13 -3.338 -0.326 -1.162
H14 -2.373 -2.519 0.025
H15 -0.249 -3.352 -1.368
H16 0.107 -1.670 -3.433
H17 -1.811 0.201 -3.308
C24 2.623 3.690 2.274
C25 3.506 3.167 1.145
C26 4.673 4.111 0.911
O1 2.694 3.135 -0.044
B1 2.122 1.859 -0.199
O2 2.800 0.997 0.707
C27 3.900 1.680 1.333
C28 3.995 1.204 2.773
C29 5.161 1.287 0.572
H18 2.222 4.662 1.984
H19 3.176 3.804 3.209
H20 1.781 3.018 2.443
H21 4.300 5.131 0.801
H22 5.205 3.846 -0.001
H23 5.377 4.095 1.747
H24 3.050 1.334 3.297
H25 4.780 1.734 3.321
H26 4.232 0.139 2.782
H27 5.105 1.606 -0.469
H28 5.245 0.199 0.586
H29 6.063 1.710 1.023



The following is a quantum chemistry calculation of a 7-piece molecular cluster, C29H29BN6O8 overall in a non-equilibrium geometry, from the Open Molecules 2025 dataset.

Output
Orbital gap ... 9.212 eV
HOMO energy ... -9.03 eV
2S+1 ... 1
Maximum force ... 1.0 eV Å⁻¹
Total charge ... 0

Atoms and positions in Å:
N1 0.212 0.517 0.396
H1 1.083 -0.042 0.239
H2 -0.138 1.037 -0.434
H3 0.387 1.167 1.184
H4 -0.541 -0.109 0.709
O1 -0.679 -2.732 -3.621
C1 0.509 -2.717 -3.475
O2 1.398 -3.523 -4.022
B1 2.761 -3.143 -3.597
O3 2.557 -2.037 -2.624
C2 1.284 -1.730 -2.577
O4 0.787 -0.833 -1.944
O5 3.487 -4.257 -2.978
C3 4.643 -4.439 -3.607
O6 5.481 -5.246 -3.342
C4 4.713 -3.408 -4.762
O7 3.585 -2.701 -4.729
O8 5.620 -3.275 -5.526
N2 2.557 -1.144 0.548
C5 2.560 -2.228 1.311
C6 3.650 -3.083 1.441
C7 4.798 -2.797 0.726
C8 4.796 -1.691 -0.114
C9 3.669 -0.898 -0.157
H5 1.643 -2.480 1.838
H6 3.570 -3.959 2.069
H7 5.647 -3.467 0.769
H8 5.632 -1.452 -0.756
H9 3.610 -0.050 -0.829
N3 -2.045 -1.323 0.326
C10 -3.081 -1.601 1.108
C11 -4.268 -2.131 0.635
C12 -4.349 -2.465 -0.709
C13 -3.268 -2.208 -1.532
C14 -2.133 -1.653 -0.961
H10 -2.978 -1.323 2.152
H11 -5.065 -2.380 1.323
H12 -5.254 -2.915 -1.098
H13 -3.284 -2.486 -2.576
H14 -1.274 -1.404 -1.580
N4 -1.940 2.613 1.583
C15 -2.082 3.880 1.216
C16 -3.122 4.671 1.682
C17 -4.024 4.113 2.571
C18 -3.881 2.787 2.953
C19 -2.796 2.085 2.440
H15 -1.347 4.280 0.527
H16 -3.244 5.692 1.346
H17 -4.850 4.682 2.980
H18 -4.582 2.382 3.669
H19 -2.628 1.049 2.719
N5 0.648 1.362 3.125
C20 0.804 0.311 3.917
C21 1.147 0.418 5.256
C22 1.401 1.679 5.776
C23 1.244 2.781 4.946
C24 0.843 2.574 3.642
H20 0.524 -0.658 3.512
H21 1.208 -0.448 5.901
H22 1.710 1.729 6.812
H23 1.455 3.753 5.372
H24 0.682 3.418 2.982
N6 -1.122 1.823 -1.813
C25 -2.418 2.137 -1.853
C26 -3.022 2.705 -2.961
C27 -2.234 3.036 -4.055
C28 -0.891 2.701 -4.027
C29 -0.390 2.086 -2.891
H25 -2.977 1.879 -0.960
H26 -4.092 2.861 -2.958
H27 -2.721 3.481 -4.913
H28 -0.248 2.917 -4.868
H29 0.664 1.833 -2.850



The following is a quantum chemistry calculation of C29H29BiN3Si as an isolated structure in a non-equilibrium geometry, from the Open Molecules 2025 dataset.

Output
Orbital gap (spin up / spin down) ... 5.550 / 5.557 eV
HOMO energy (spin up / spin down) ... -10.32 / -10.29 eV
2S+1 ... 1
Maximum force ... 4.2 eV Å⁻¹
Total charge ... +1

Atoms and positions in Å:
C1 1.190 -4.217 1.971
C2 1.115 -3.673 0.675
C3 2.026 -2.547 0.601
H1 0.591 -4.095 -0.188
C4 2.619 -2.410 1.935
C5 2.092 -3.446 2.747
H2 2.390 -3.660 3.775
H3 0.707 -5.142 2.297
H4 2.362 -2.036 -0.302
H5 3.412 -1.707 2.195
Bi1 0.405 -0.989 1.443
C6 0.250 3.395 0.008
H6 1.044 3.006 0.746
H7 0.240 4.523 -0.051
H8 -0.747 2.966 0.305
Si1 0.908 2.320 -1.594
C7 -0.555 2.357 -2.896
C8 -0.330 1.252 -3.741
H9 0.507 0.554 -3.573
C9 -1.139 1.064 -4.861
H10 -0.909 0.194 -5.483
C10 -2.176 1.971 -5.148
H11 -2.767 1.827 -6.065
C11 -2.451 3.042 -4.264
H12 -3.298 3.696 -4.498
C12 -1.663 3.230 -3.104
H13 -1.896 4.083 -2.438
C13 2.380 3.273 -2.186
C14 2.555 3.914 -3.419
H14 1.698 4.048 -4.077
C15 3.834 4.376 -3.755
H15 4.037 4.693 -4.774
C16 4.874 4.414 -2.821
H16 5.891 4.727 -3.117
C17 4.550 4.099 -1.495
H17 5.329 4.200 -0.747
C18 3.288 3.613 -1.156
H18 3.051 3.470 -0.101
H19 -2.094 4.584 0.911
H20 -1.812 4.403 1.586
C19 -1.318 -3.303 6.679
C20 -0.333 -2.396 6.232
C21 -0.330 -1.964 4.902
C22 -1.306 -2.443 4.002
C23 -2.308 -3.323 4.460
C24 -2.316 -3.755 5.799
N1 -1.252 -2.095 2.633
N2 -2.245 -2.671 1.953
C25 -2.258 -2.421 0.615
C26 -3.219 -3.022 -0.223
C27 -3.150 -2.743 -1.575
C28 -2.138 -1.916 -2.089
C29 -1.196 -1.397 -1.230
N3 -1.259 -1.634 0.105
H21 -1.305 -3.635 7.723
H22 0.436 -2.037 6.929
H23 0.426 -1.273 4.515
H24 -3.070 -3.666 3.760
H25 -3.095 -4.451 6.140
H26 -3.983 -3.635 0.261
H27 -3.869 -3.159 -2.254
H28 -2.044 -1.681 -3.147
H29 -0.373 -0.752 -1.533



no.,E (Eh)
1,-1711.506360
2,-2139.890448
3,-2078.044427
4,-1790.404052